Run P
5 unconnected molecules or ions with the total composition H10O5, computed with ωB97M-V/def2-TZVPD.

Last columns: bonded neighbours and bond lengths (Å).
Cartesian coordinates (Å):
1 O -0.960 -0.718 1.682  H2 0.964, H3 0.964
2 H -1.242 0.200 1.757  O1 0.964
3 H -0.990 -0.896 0.736  O1 0.964
4 O -3.152 -0.868 -1.207  H5 0.964, H6 0.964
5 H -2.311 -1.333 -1.283  O4 0.964
6 H -3.539 -1.216 -0.395  O4 0.964
7 O 1.947 -0.696 1.236  H8 0.964, H9 0.964
8 H 1.853 0.064 0.650  O7 0.964
9 H 1.855 -1.456 0.650  O7 0.964
10 O 2.988 -0.213 -1.403  H11 0.964, H12 0.964
11 H 2.085 -0.517 -1.542  O10 0.964
12 H 3.426 -0.961 -0.981  O10 0.964
13 O -0.303 3.009 0.151  H14 0.964, H15 0.964
14 H -0.595 2.091 0.114  O13 0.964
15 H -1.062 3.511 -0.165  O13 0.964

Values from the calculation:
LUMO level   -0.010 Ha
Kohn-Sham gap   10.81 eV
Net charge   0

Here are the natural (NBO) charges for atoms 1 to 8, given in e: number 1, O, carries -0.919; number 2, H, carries 0.467; number 3, H, carries 0.451; number 4, O, carries -0.934; number 5, H, carries 0.460; number 6, H, carries 0.475; number 7, O, carries -0.923; number 8, H, carries 0.474

***

Run Q
5 unconnected molecules or ions with the total composition H10O5, computed with ωB97M-V/def2-TZVPD.

Last columns: bonded neighbours and bond lengths (Å).
Cartesian coordinates (Å):
1 O -1.986 -1.464 -1.158  H2 0.947, H3 0.959
2 H -2.084 -1.736 -2.060  O1 0.947
3 H -1.102 -1.761 -0.932  O1 0.959
4 O 2.145 2.753 -1.083  H5 0.958, H6 0.942
5 H 1.820 3.412 -0.468  O4 0.958
6 H 1.728 1.959 -0.794  O4 0.942
7 O -0.482 0.474 -0.218  H8 0.959, H9 0.959
8 H -1.060 0.460 0.548  O7 0.959
9 H -1.093 0.314 -0.939  O7 0.959
10 O 1.709 -1.016 -0.722  H11 0.962, H12 0.983
11 H 1.000 -0.476 -0.360  O10 0.962
12 H 2.414 -0.732 -0.099  O10 0.983
13 O -0.888 -0.478 2.534  H14 0.984, H15 0.973
14 H -0.468 -0.662 3.404  O13 0.984
15 H -1.654 -1.047 2.346  O13 0.973

Values from the calculation:
LUMO level   0.014 Ha
Kohn-Sham gap   11.33 eV
Net charge   0

Here are the natural (NBO) charges for atoms 1 to 8, given in e: number 1, O, carries -0.954; number 2, H, carries 0.476; number 3, H, carries 0.487; number 4, O, carries -0.937; number 5, H, carries 0.463; number 6, H, carries 0.474; number 7, O, carries -0.975; number 8, H, carries 0.493

***

Run R
5 unconnected molecules or ions with the total composition H10O5, computed with ωB97M-V/def2-TZVPD.

Last columns: bonded neighbours and bond lengths (Å).
Cartesian coordinates (Å):
1 O -0.396 -0.201 -1.260  H2 0.972, H3 0.974
2 H -1.161 0.119 -1.768  O1 0.972
3 H 0.039 0.659 -1.119  O1 0.974
4 O -1.070 2.814 -0.768  H5 0.961, H6 0.969
5 H -1.526 2.535 -1.566  O4 0.961
6 H -1.630 2.383 -0.106  O4 0.969
7 O -0.549 1.425 1.441  H8 0.967, H9 0.965
8 H -0.591 0.869 2.231  O7 0.967
9 H -0.310 0.741 0.805  O7 0.965
10 O 1.827 -0.001 1.391  H11 0.974, H12 0.955
11 H 1.949 0.857 1.836  O10 0.974
12 H 1.083 -0.270 1.926  O10 0.955
13 O 0.911 -4.107 -1.311  H14 0.965, H15 0.958
14 H 0.608 -3.196 -1.219  O13 0.965
15 H 0.816 -4.627 -0.512  O13 0.958

Values from the calculation:
LUMO level   0.008 Ha
Kohn-Sham gap   11.48 eV
Net charge   0

Here are the natural (NBO) charges for atoms 1 to 8, given in e: number 1, O, carries -0.943; number 2, H, carries 0.463; number 3, H, carries 0.482; number 4, O, carries -0.935; number 5, H, carries 0.452; number 6, H, carries 0.483; number 7, O, carries -0.944; number 8, H, carries 0.456

***

Most stable to least stable, the ends of the list are run Q and run P.

***

Run P
5 unconnected molecules or ions with the total composition H10O5, computed with ωB97M-V/def2-TZVPD.

Last columns: bonded neighbours and bond lengths (Å).
Cartesian coordinates (Å):
1 O -0.177 -3.316 -1.163  H2 0.957, H3 0.957
2 H 0.333 -2.660 -0.688  O1 0.957
3 H -0.429 -2.880 -1.978  O1 0.957
4 O -2.450 1.181 -1.836  H5 0.957, H6 0.957
5 H -1.804 0.795 -1.245  O4 0.957
6 H -1.937 1.742 -2.418  O4 0.957
7 O 0.124 0.843 -0.072  H8 0.957, H9 0.957
8 H 0.716 1.446 0.377  O7 0.957
9 H 0.353 -0.020 0.274  O7 0.957
10 O -0.519 -1.632 1.348  H11 0.957, H12 0.957
11 H -1.239 -1.644 0.717  O10 0.957
12 H -0.745 -0.927 1.956  O10 0.957
13 O 2.655 2.449 1.202  H14 0.957, H15 0.957
14 H 2.063 2.881 1.818  O13 0.957
15 H 3.054 1.742 1.709  O13 0.957

Values from the calculation:
LUMO level   0.006 Ha
Kohn-Sham gap   11.31 eV
Net charge   0

Here are the natural (NBO) charges for atoms 1 to 8, given in e: number 1, O, carries -0.938; number 2, H, carries 0.470; number 3, H, carries 0.468; number 4, O, carries -0.951; number 5, H, carries 0.482; number 6, H, carries 0.467; number 7, O, carries -0.979; number 8, H, carries 0.487

***

Run Q
5 unconnected molecules or ions with the total composition H10O5, computed with ωB97M-V/def2-TZVPD.

Last columns: bonded neighbours and bond lengths (Å).
Cartesian coordinates (Å):
1 O 13.790 19.009 0.282  H2 0.949, H3 0.951
2 H 13.941 18.532 -0.524  O1 0.949
3 H 12.852 19.081 0.424  O1 0.951
4 O 12.898 20.265 3.009  H5 0.922, H6 0.958
5 H 13.385 20.862 3.515  O4 0.922
6 H 13.257 20.427 2.136  O4 0.958
7 O 11.827 17.729 3.314  H8 0.930, H9 0.964
8 H 11.467 17.468 2.497  O7 0.930
9 H 12.188 18.608 3.151  O7 0.964
10 O 14.664 17.995 2.794  H11 0.951, H12 0.955
11 H 14.268 18.594 3.418  O10 0.951
12 H 14.713 18.480 1.973  O10 0.955
13 O 10.491 20.838 5.510  H14 0.957, H15 0.969
14 H 11.387 20.514 5.599  O13 0.957
15 H 10.300 20.627 6.436  O13 0.969

Values from the calculation:
LUMO level   0.006 Ha
Kohn-Sham gap   10.39 eV
Net charge   0

Here are the natural (NBO) charges for atoms 1 to 8, given in e: number 1, O, carries -0.961; number 2, H, carries 0.491; number 3, H, carries 0.478; number 4, O, carries -0.944; number 5, H, carries 0.480; number 6, H, carries 0.482; number 7, O, carries -0.946; number 8, H, carries 0.453

***

Run R
5 unconnected molecules or ions with the total composition H10O5, computed with ωB97M-V/def2-TZVPD.

Last columns: bonded neighbours and bond lengths (Å).
Cartesian coordinates (Å):
1 O 1.528 -0.260 1.639  H2 0.993, H3 0.953
2 H 0.797 -0.109 0.984  O1 0.993
3 H 1.746 -1.144 1.354  O1 0.953
4 O 0.596 0.702 -2.432  H5 0.945, H6 0.983
5 H 0.659 0.619 -3.371  O4 0.945
6 H 0.956 1.596 -2.239  O4 0.983
7 O -0.012 -2.615 -0.975  H8 0.923, H9 0.950
8 H -0.467 -1.814 -0.928  O7 0.923
9 H 0.805 -2.454 -1.433  O7 0.950
10 O -1.361 1.651 2.259  H11 0.964, H12 0.962
11 H -1.440 2.447 2.797  O10 0.964
12 H -1.679 0.966 2.854  O10 0.962
13 O -0.549 -0.148 -0.018  H14 0.944, H15 0.980
14 H -0.245 0.241 -0.823  O13 0.944
15 H -1.334 0.321 0.332  O13 0.980

Values from the calculation:
LUMO level   0.010 Ha
Kohn-Sham gap   10.46 eV
Net charge   0

Here are the natural (NBO) charges for atoms 1 to 8, given in e: number 1, O, carries -0.976; number 2, H, carries 0.485; number 3, H, carries 0.455; number 4, O, carries -0.960; number 5, H, carries 0.487; number 6, H, carries 0.486; number 7, O, carries -0.950; number 8, H, carries 0.480

***

Most stable to least stable, the ends of the list are run P and run Q.

***

Run P
6 unconnected molecules or ions with the total composition C2H16O5S, computed with ωB97M-V/def2-TZVPD.

Last columns: bonded neighbours and bond lengths (Å).
Cartesian coordinates (Å):
1 C 2.929 0.979 0.636  S2 1.785, H4 1.097, H5 1.096, H6 1.107
2 S 1.910 1.074 -0.827  C1 1.785, C3 1.821
3 C 2.471 -0.389 -1.754  S2 1.821, H7 1.102, H8 1.106, H9 1.084
4 H 2.940 -0.043 1.033  C1 1.097
5 H 2.795 1.507 1.587  C1 1.096
6 H 3.969 1.160 0.304  C1 1.107
7 H 3.281 -0.076 -2.432  C3 1.102
8 H 2.951 -1.034 -0.994  C3 1.106
9 H 1.749 -0.903 -2.378  C3 1.084
10 O -0.701 0.404 2.603  H11 0.967, H12 0.970
11 H -0.243 -0.254 2.061  O10 0.967
12 H -0.913 -0.101 3.403  O10 0.970
13 O -1.805 2.245 -1.320  H14 0.979, H15 0.963
14 H -2.506 2.242 -0.636  O13 0.979
15 H -0.997 2.359 -0.808  O13 0.963
16 O -1.793 -1.061 -1.084  H17 0.967, H18 0.963
17 H -1.036 -0.459 -1.127  O16 0.967
18 H -2.474 -0.618 -0.568  O16 0.963
19 O -2.857 1.221 0.877  H20 0.955, H21 0.962
20 H -3.776 1.060 1.082  O19 0.955
21 H -2.059 0.909 1.314  O19 0.962
22 O -0.936 -3.431 -0.195  H23 0.957, H24 0.984
23 H -1.571 -4.142 -0.124  O22 0.957
24 H -1.327 -2.651 -0.651  O22 0.984

Values from the calculation:
LUMO level   0.010 Ha
Kohn-Sham gap   9.06 eV
Net charge   0

Here are the natural (NBO) charges for atoms 1 to 8, given in e: number 1, C, carries -0.786; number 2, S, carries 0.171; number 3, C, carries -0.741; number 4, H, carries 0.212; number 5, H, carries 0.255; number 6, H, carries 0.214; number 7, H, carries 0.215; number 8, H, carries 0.224

***

Run Q
6 unconnected molecules or ions with the total composition C2H16O5S, computed with ωB97M-V/def2-TZVPD.

Last columns: bonded neighbours and bond lengths (Å).
Cartesian coordinates (Å):
1 C -1.382 0.341 2.727  S2 1.857, H4 1.113, H5 1.111, H6 1.014
2 S -1.937 0.038 0.981  C1 1.857, C3 1.853
3 C -2.446 1.761 0.531  S2 1.853, H7 1.063, H8 1.030, H9 1.153
4 H -0.615 1.122 2.925  C1 1.113
5 H -1.101 -0.726 2.857  C1 1.111
6 H -2.000 0.639 3.473  C1 1.014
7 H -3.501 1.868 0.464  C3 1.063
8 H -1.897 2.574 0.848  C3 1.030
9 H -2.166 1.794 -0.587  C3 1.153
10 O 2.227 -0.883 1.559  H11 0.965, H12 0.980
11 H 2.237 0.068 1.395  O10 0.965
12 H 2.904 -1.160 2.210  O10 0.980
13 O -0.439 -2.308 -1.728  H14 0.927, H15 1.027
14 H 0.315 -2.539 -1.241  O13 0.927
15 H -1.239 -2.234 -1.088  O13 1.027
16 O 0.786 0.552 -2.106  H17 0.939, H18 0.935
17 H -0.024 0.209 -1.776  O16 0.939
18 H 1.371 -0.173 -2.023  O16 0.935
19 O 2.023 -2.167 -1.069  H20 1.100, H21 0.930
20 H 2.985 -2.662 -1.270  O19 1.100
21 H 2.061 -1.956 -0.163  O19 0.930
22 O 1.767 2.914 -1.363  H23 0.954, H24 0.977
23 H 2.383 3.047 -2.080  O22 0.954
24 H 1.341 2.053 -1.538  O22 0.977

Values from the calculation:
LUMO level   0.006 Ha
Kohn-Sham gap   9.00 eV
Net charge   0

Here are the natural (NBO) charges for atoms 1 to 8, given in e: number 1, C, carries -0.721; number 2, S, carries 0.152; number 3, C, carries -0.736; number 4, H, carries 0.213; number 5, H, carries 0.224; number 6, H, carries 0.205; number 7, H, carries 0.219; number 8, H, carries 0.226

***

Most stable to least stable, the ends of the list are run P and run Q.

***

Run P
2 unconnected molecules or ions with the total composition C3H9N2O3, computed with ωB97M-V/def2-TZVPD.

Last columns: bonded neighbours and bond lengths (Å).
Cartesian coordinates (Å):
1 O -1.898 0.880 0.732  C2 1.237
2 C -1.126 0.108 0.151  O1 1.237, N3 1.339, C6 1.570
3 N 0.140 -0.163 0.494  C2 1.339, C4 1.425
4 C 0.609 0.360 1.733  N3 1.425, O5 1.463, H9 1.113, H10 1.078
5 O -0.044 -0.168 2.932  C4 1.463, H16 1.012
6 C -1.498 -0.400 -1.288  C2 1.570, N7 1.474, H11 1.213, H12 1.122
7 N -0.382 -0.898 -2.111  C6 1.474, H13 1.028, H14 1.036
8 H 1.642 0.854 -0.232  O17 0.953
9 H 0.552 1.459 1.895  C4 1.113
10 H 1.660 0.157 1.613  C4 1.078
11 H -1.954 0.617 -1.767  C6 1.213
12 H -2.108 -1.340 -1.244  C6 1.122
13 H 0.179 -0.243 -2.671  N7 1.028
14 H 0.182 -1.613 -1.618  N7 1.036
15 H 2.643 -0.082 -0.612  O17 0.885
16 H -1.031 -0.295 2.748  O5 1.012
17 O 2.434 0.767 -0.754  H8 0.953, H15 0.885

Values from the calculation:
LUMO level   0.149 Ha
Kohn-Sham gap   8.01 eV
Net charge   -1

Here are the natural (NBO) charges for atoms 1 to 8, given in e: number 1, O, carries -0.764; number 2, C, carries 0.594; number 3, N, carries -0.785; number 4, C, carries 0.075; number 5, O, carries -0.785; number 6, C, carries -0.293; number 7, N, carries -0.890; number 8, H, carries 0.493

***

Run Q
2 unconnected molecules or ions with the total composition C3H9N2O3, computed with ωB97M-V/def2-TZVPD.

Last columns: bonded neighbours and bond lengths (Å).
Cartesian coordinates (Å):
1 C 1.045 0.337 1.719  N2 1.521, C6 1.562, H8 1.191, H9 1.064
2 N -0.226 -0.451 1.445  C1 1.521, C3 1.451, H10 0.994
3 C -0.826 -0.337 0.128  N2 1.451, O4 1.251, O5 1.222
4 O -0.374 0.584 -0.589  C3 1.251
5 O -1.643 -1.208 -0.127  C3 1.222
6 C 2.217 0.309 0.686  C1 1.562, N7 1.464, H11 1.104, H12 1.108
7 N 2.104 1.510 -0.143  C6 1.464, H13 1.076, H14 0.928
8 H 1.552 0.086 2.768  C1 1.191
9 H 0.753 1.334 1.949  C1 1.064
10 H -0.342 -1.294 1.959  N2 0.994
11 H 3.151 0.023 1.200  C6 1.104
12 H 1.937 -0.634 0.176  C6 1.108
13 H 1.940 2.376 0.474  N7 1.076
14 H 1.282 1.489 -0.573  N7 0.928
15 H -1.787 -0.092 -2.400  O17 0.896
16 H -2.355 -1.293 -1.952  O17 0.976
17 O -2.221 -0.783 -2.773  H15 0.896, H16 0.976

Values from the calculation:
LUMO level   0.145 Ha
Kohn-Sham gap   8.72 eV
Net charge   -1

Here are the natural (NBO) charges for atoms 1 to 8, given in e: number 1, C, carries -0.214; number 2, N, carries -0.723; number 3, C, carries 0.883; number 4, O, carries -0.834; number 5, O, carries -0.794; number 6, C, carries -0.255; number 7, N, carries -0.832; number 8, H, carries 0.155

***

Most stable to least stable, the ends of the list are run Q and run P.